Below is a structure of composition C15H30CdF6N2O7S2 in a non-equilibrium geometry, with properties calculated with the ωB97M-V functional and the def2-TZVPD basis.

DFT total energy = -2788.64975 Eh
gap between HOMO and LUMO = 2.9 eV
highest occupied orbital energy = -0.301 hartree
LUMO energy = -5.32 eV

```
! RIJCOSX wB97M-V def2-TZVPD def2/J DEFGRID3
* xyz 0 1
Cd 1.2573 -1.2651 -1.1755
C -2.8031 2.9403 -1.7382
C -2.6686 3.8549 -0.4469
C -4.0891 3.7860 0.1792
C -4.1253 4.2540 1.6191
C -3.0478 3.5554 2.5185
C -1.6213 3.7018 1.9166
N -1.6383 3.3556 0.4510
O -0.3158 3.0448 -0.1577
C -0.8011 2.6746 2.7248
C -1.1997 5.0572 2.1735
C -2.3303 5.3318 -0.9506
H -1.8659 2.9221 -2.2945
H -3.4554 3.5520 -2.3613
H -3.1026 1.9137 -1.5275
H -4.2801 2.7222 0.3204
H -4.8672 4.2423 -0.4327
H -5.1265 4.0464 1.9966
H -4.0719 5.3248 1.8156
H -3.2645 2.5147 2.7594
H -2.9463 4.1017 3.4562
H -0.8405 2.8234 3.8038
H 0.2570 2.6412 2.4650
H -1.0542 1.6167 2.6553
H -0.9150 5.1538 3.2212
H -1.9748 5.8168 2.0725
H -0.2841 5.4081 1.6973
H -1.6755 5.4683 -1.8113
H -2.0878 6.0342 -0.1531
H -3.3168 5.5840 -1.3397
C 6.2950 -0.5150 1.5474
F 5.8186 0.5863 1.0863
F 7.5679 -0.3811 1.5671
F 5.8175 -0.7391 2.7839
S 5.9665 -2.0581 0.4670
O 5.7062 -1.5390 -0.8665
O 7.0388 -3.0229 0.5513
N 4.3820 -2.5963 1.0148
S 4.6184 -3.4509 2.3450
O 5.9016 -3.3222 3.0512
O 3.3961 -3.3905 3.1291
C 4.5454 -5.2181 1.5522
F 4.6048 -6.1692 2.5156
F 3.3841 -5.4747 0.8173
F 5.5784 -5.2883 0.6579
C 2.8307 -4.0618 -7.0108
C 2.1506 -4.0797 -5.6519
O 1.6747 -2.9025 -5.2716
H 2.1620 -3.7138 -7.7981
H 3.2163 -5.0460 -7.2765
H 3.7587 -3.4902 -6.9975
H 2.8259 -4.5685 -4.9496
H 1.3333 -4.7998 -5.6904
H 1.1698 -2.5462 -6.0062
C -4.1389 -4.2174 1.9440
C -3.6709 -3.2112 0.8380
O -2.4278 -3.5974 0.2656
H -5.2149 -4.3888 1.9126
H -3.9764 -3.9159 2.9787
H -3.6291 -5.1700 1.7995
H -3.4956 -2.2346 1.2894
H -4.3912 -3.1667 0.0211
H -2.5436 -4.4881 -0.0732
*
```